Here is a 2-piece molecular cluster, C6H12O overall from the OMol25 dataset. Energies are from the ωB97M-V functional and the def2-TZVPD basis.

Energy above the lowest of the compared OMol25 structures with the same formula, charge and spin (kcal/mol): 41.0
Highest occupied orbital energy (eV): -8.13
LUMO energy (eV): 0.76
Largest force on an atom (hartree/bohr): 0.040
Molecular weight (g/mol): 100.2
Calculated total energy (eV): -8462.5779
SMILES: C=CC=C(C)C.O

```
19
Properties=species:S:1:pos:R:3:mulliken_charge:R:1
C -1.33517 2.50151 0.54156 -0.88
C -0.85092 1.38775 1.07007 -0.09
C -0.37509 0.29035 0.22412 -0.29
C 0.40255 -0.75052 0.55872 0.84
C 1.14206 -0.72711 1.86204 -1.27
C 0.50392 -1.89513 -0.41696 -1.20
H -1.33227 2.58598 -0.53756 0.25
H -1.65271 3.35555 1.11889 0.29
H -0.92963 1.19130 2.13625 0.22
H -0.67609 0.42826 -0.81080 0.31
H 0.41741 -0.56356 2.65927 0.33
H 1.51581 -1.71562 2.16651 0.38
H 2.00511 -0.07278 1.92795 0.27
H 0.62748 -1.56076 -1.41474 0.20
H 1.35769 -2.52589 -0.17985 0.38
H -0.43685 -2.43602 -0.49570 0.29
O -0.15542 0.55678 -3.38890 -0.64
H 0.61073 0.00799 -3.35680 0.29
H -0.83860 -0.05808 -3.66408 0.32
```

=====

Here is C6H12O as an isolated structure from the OMol25 dataset. Energies are from the ωB97M-V functional and the def2-TZVPD basis.

Energy above the lowest of the compared OMol25 structures with the same formula, charge and spin (kcal/mol): 96.3
Highest occupied orbital energy (eV): -7.60
LUMO energy (eV): 0.81
Largest force on an atom (hartree/bohr): 0.012
Molecular weight (g/mol): 100.2
Calculated total energy (eV): -8460.1770

```
19
Properties=species:S:1:pos:R:3:mulliken_charge:R:1
C 2.20694 0.27790 -0.25162 -1.25
C 1.05120 -0.03616 0.69580 -0.67
C -0.33110 -0.07889 0.04831 1.33
C -0.41899 -1.00093 -1.15894 -1.94
C -1.49521 -0.23292 1.03057 -0.80
C -2.29911 0.90552 0.36533 -0.38
O -0.67395 1.29860 -0.36918 -0.55
H 2.01948 1.21319 -0.78950 0.30
H 2.36635 -0.51764 -0.98862 0.30
H 3.14205 0.39611 0.30604 0.38
H 1.01785 0.70962 1.49945 0.41
H 1.21523 -1.00585 1.18465 0.32
H 0.20796 -0.63734 -1.98580 0.45
H -0.07281 -2.01015 -0.89889 0.36
H -1.46089 -1.06611 -1.49347 0.54
H -1.15427 -0.09440 2.06884 0.31
H -2.00407 -1.20054 0.95827 0.28
H -2.34182 1.76586 1.06805 0.16
H -0.97484 1.31412 -1.28930 0.45
```

=====

Here is the molecule C6H12O from the OMol25 dataset. Energies are from the ωB97M-V functional and the def2-TZVPD basis.

Energy above the lowest of the compared OMol25 structures with the same formula, charge and spin (kcal/mol): 32.9
Highest occupied orbital energy (eV): -9.14
LUMO energy (eV): 1.00
Largest force on an atom (hartree/bohr): 0.024
Molecular weight (g/mol): 100.2
Calculated total energy (eV): -8462.9280
SMILES: C/C=C/CCCO

```
19
Properties=species:S:1:pos:R:3:mulliken_charge:R:1
C 0.61650 2.35164 -2.31491 -1.13
C 0.33401 1.87406 -0.92774 -0.02
C -0.34579 0.78174 -0.60586 -0.33
C -0.47546 0.25499 0.77965 -0.92
C 0.45087 -0.99982 1.01797 -0.51
C -0.28673 -2.34153 1.06564 -0.53
O -0.43138 -2.85036 2.38254 -0.52
H -0.27197 2.51310 -2.92478 0.31
H 1.27576 1.67376 -2.87313 0.27
H 1.16375 3.29427 -2.31455 0.32
H 0.70410 2.46025 -0.08815 0.30
H -0.82222 0.15023 -1.36115 0.30
H -1.49773 -0.05844 1.01126 0.44
H -0.24010 1.00816 1.53492 0.34
H 1.09382 -0.79054 1.86127 0.39
H 1.11273 -1.05306 0.15795 0.35
H 0.24751 -3.07587 0.45460 0.24
H -1.26254 -2.20997 0.58483 0.38
H -1.36515 -2.98261 2.55965 0.31
```

=====

Here is the molecule C6H12O from the OMol25 dataset. Energies are from the ωB97M-V functional and the def2-TZVPD basis.

Energy above the lowest of the compared OMol25 structures with the same formula, charge and spin (kcal/mol): 104.2
Highest occupied orbital energy (eV): -8.09
LUMO energy (eV): 0.78
Largest force on an atom (hartree/bohr): 0.057
Molecular weight (g/mol): 100.2
Calculated total energy (eV): -8459.8362

```
19
Properties=species:S:1:pos:R:3:mulliken_charge:R:1
C -0.30571 -2.63635 0.69867 -1.24
C -0.43411 -1.46939 -0.26341 -0.08
O -0.52025 -0.27607 0.49979 -0.40
C -0.71051 0.87012 -0.31151 0.64
C -0.83184 2.05432 0.56297 -1.60
C 0.43142 1.54159 -0.98444 -0.46
C 1.76744 1.07868 -0.50582 -0.97
H -1.17552 -2.68539 1.36280 0.29
H 0.59291 -2.52959 1.31647 0.29
H -0.23675 -3.58078 0.14725 0.39
H -1.33508 -1.58380 -0.89271 0.32
H 0.43429 -1.43424 -0.94325 0.20
H -1.58142 0.73306 -0.96776 0.38
H -0.21913 2.16044 1.42772 0.36
H -1.83403 2.25986 0.87911 0.44
H -0.64839 2.91351 -0.12661 0.51
H 2.07114 0.38550 -1.31038 0.31
H 2.51292 1.88000 -0.52267 0.36
H 1.80888 0.52555 0.44495 0.28
```

=====

Here is the molecule C6H12O from the OMol25 dataset. Energies are from the ωB97M-V functional and the def2-TZVPD basis.

Energy above the lowest of the compared OMol25 structures with the same formula, charge and spin (kcal/mol): 34.7
Highest occupied orbital energy (eV): -9.30
LUMO energy (eV): 1.13
Largest force on an atom (hartree/bohr): 0.009
Molecular weight (g/mol): 100.2
Calculated total energy (eV): -8462.8474
SMILES: CCO[C@H]1C[C@H]1C

```
19
Properties=species:S:1:pos:R:3:mulliken_charge:R:1
C -0.99206 0.08662 2.71981 -1.27
C -0.76657 0.30084 1.23295 -0.22
O 0.18208 -0.62808 0.72709 -0.41
C 1.12499 -0.03130 -0.11058 -0.10
C 1.66766 -0.83770 -1.24076 -0.77
C 0.74708 0.33049 -1.51951 0.31
C -0.64912 0.05434 -2.02014 -1.39
H -0.05320 0.18139 3.27321 0.30
H -1.39320 -0.91179 2.91880 0.30
H -1.70083 0.82551 3.11386 0.38
H -0.42361 1.33238 1.05671 0.38
H -1.70823 0.19120 0.67856 0.26
H 1.82047 0.62327 0.41836 0.41
H 1.24833 -1.82988 -1.38763 0.24
H 2.72092 -0.73881 -1.48734 0.26
H 1.22792 1.22262 -1.92110 0.34
H -1.32146 0.88746 -1.78810 0.30
H -0.66348 -0.11071 -3.10391 0.38
H -1.04356 -0.84669 -1.53983 0.30
```

=====

Here is the molecule C6H12O from the OMol25 dataset. Energies are from the ωB97M-V functional and the def2-TZVPD basis.

Energy above the lowest of the compared OMol25 structures with the same formula, charge and spin (kcal/mol): 28.1
Highest occupied orbital energy (eV): -9.48
LUMO energy (eV): 0.92
Largest force on an atom (hartree/bohr): 0.008
Molecular weight (g/mol): 100.2
Calculated total energy (eV): -8463.1366
SMILES: CC(C)[C@H]1C[C@H]1O

```
19
Properties=species:S:1:pos:R:3:mulliken_charge:R:1
C 1.58348 1.19278 -0.01438 -1.50
C 0.71952 -0.06087 0.17190 0.73
C 1.46177 -1.30917 -0.28633 -1.47
C -0.60104 0.12119 -0.54082 -0.27
C -1.79040 -0.80504 -0.43535 -0.88
C -1.82088 0.51258 0.25569 -0.10
O -1.82956 0.34974 1.64801 -0.53
H 1.06939 2.10148 0.32300 0.37
H 2.51957 1.10729 0.54861 0.39
H 1.84583 1.33679 -1.07133 0.35
H 0.48694 -0.16089 1.23973 0.22
H 2.39919 -1.43304 0.26769 0.39
H 1.70101 -1.24449 -1.35500 0.33
H 0.84437 -2.19953 -0.13009 0.35
H -0.51734 0.59513 -1.52148 0.43
H -2.41820 -0.97841 -1.30439 0.28
H -1.71707 -1.64507 0.25133 0.27
H -2.38102 1.35789 -0.13483 0.33
H -1.55558 1.16165 2.08803 0.32
```

=====

Here is the molecule C6H12O from the OMol25 dataset. Energies are from the ωB97M-V functional and the def2-TZVPD basis.

Energy above the lowest of the compared OMol25 structures with the same formula, charge and spin (kcal/mol): 25.8
Highest occupied orbital energy (eV): -9.18
LUMO energy (eV): 1.02
Largest force on an atom (hartree/bohr): 0.010
Molecular weight (g/mol): 100.2
Calculated total energy (eV): -8463.2368
SMILES: CC[C@H]1C[C@]1(C)O

```
19
Properties=species:S:1:pos:R:3:mulliken_charge:R:1
C 2.01071 -0.17451 1.00721 -1.12
C 1.35056 -0.43051 -0.34710 -0.66
C 0.26926 0.57274 -0.69486 -0.04
C -0.87126 0.13742 -1.59459 -0.90
C -1.12410 0.43678 -0.14661 1.13
C -1.43623 -0.61182 0.89622 -1.55
O -1.85454 1.57557 0.21722 -0.56
H 2.69974 -0.98456 1.27030 0.36
H 1.26457 -0.10582 1.80627 0.25
H 2.57504 0.76428 1.00223 0.31
H 0.90447 -1.43144 -0.34431 0.26
H 2.11155 -0.45102 -1.14122 0.36
H 0.61568 1.59976 -0.81662 0.33
H -0.87081 -0.89039 -1.95375 0.24
H -1.22455 0.85784 -2.32933 0.25
H -2.51446 -0.77674 0.95598 0.39
H -1.10584 -0.22842 1.86644 0.32
H -0.94281 -1.57118 0.72722 0.29
H -1.94679 2.22312 -0.48745 0.33
```

=====

Here is the molecule C6H12O from the OMol25 dataset. Energies are from the ωB97M-V functional and the def2-TZVPD basis.

Energy above the lowest of the compared OMol25 structures with the same formula, charge and spin (kcal/mol): 91.8
Highest occupied orbital energy (spin up / spin down) (eV): -6.24 / -7.76
LUMO energy (spin up / spin down) (eV): 0.47 / 0.80
Largest force on an atom (hartree/bohr): 0.037
Molecular weight (g/mol): 100.2
Calculated total energy (eV): -8460.3715

```
19
Properties=species:S:1:pos:R:3:mulliken_charge:R:1
C -0.75424 1.06589 1.40806 -1.30
C 0.53703 0.47364 1.01028 0.43
O 1.68840 1.11304 1.30126 -0.50
C 0.70225 -0.94306 0.60916 -0.72
C 0.94426 -1.07429 -0.89935 -0.67
C -0.08526 -0.13304 -1.57715 -0.09
C -1.49930 -0.32945 -1.32792 -1.08
H -1.40391 0.31475 1.88000 0.28
H -1.33232 1.41385 0.51811 0.27
H -0.63064 1.90680 2.10317 0.48
H 1.49421 2.01188 1.60083 0.31
H 1.54019 -1.38640 1.16498 0.43
H -0.23304 -1.48197 0.82592 0.30
H 1.96455 -0.75029 -1.15354 0.32
H 0.81983 -2.11905 -1.21167 0.36
H 0.11705 -0.10739 -2.65629 0.37
H 0.24893 0.85619 -1.09828 0.25
H -2.15025 -0.65961 -2.13063 0.31
H -1.96773 -0.17149 -0.36694 0.25
```

=====

Here is the molecule C6H12O from the OMol25 dataset. Energies are from the ωB97M-V functional and the def2-TZVPD basis.

Energy above the lowest of the compared OMol25 structures with the same formula, charge and spin (kcal/mol): 68.6
Highest occupied orbital energy (eV): -8.15
LUMO energy (eV): 1.04
Largest force on an atom (hartree/bohr): 0.034
Molecular weight (g/mol): 100.2
Calculated total energy (eV): -8461.3775
SMILES: CO[C@]1(C)C[C@H]1C

```
19
Properties=species:S:1:pos:R:3:mulliken_charge:R:1
C -0.03283 -2.20406 -0.56148 -0.71
O 0.77683 -1.14856 -0.92522 -0.43
C 0.66001 -0.03793 -0.12391 0.96
C 1.68954 0.87801 -0.73840 -1.49
C 0.33243 0.17393 1.30996 -0.94
C -0.87988 0.17326 0.47502 0.35
C -1.69008 1.36354 0.12759 -1.54
H 0.44852 -3.06092 -1.01113 0.31
H -1.06248 -2.09082 -0.95452 0.25
H 0.07318 -2.32565 0.53866 0.26
H 2.68420 0.40506 -0.83823 0.35
H 1.81105 1.75228 -0.11934 0.36
H 1.42478 1.18736 -1.74412 0.29
H 0.59680 1.16673 1.65651 0.27
H 0.44651 -0.59069 2.04824 0.23
H -1.54543 -0.66824 0.74089 0.46
H -2.61767 1.30951 0.69970 0.40
H -1.91319 1.41037 -0.94204 0.29
H -1.20228 2.30682 0.36181 0.31
```

=====

Here is the molecule C6H12O from the OMol25 dataset. Energies are from the ωB97M-V functional and the def2-TZVPD basis.

Energy above the lowest of the compared OMol25 structures with the same formula, charge and spin (kcal/mol): 25.3
Highest occupied orbital energy (eV): -10.06
LUMO energy (eV): 1.11
Largest force on an atom (hartree/bohr): 0.007
Molecular weight (g/mol): 100.2
Calculated total energy (eV): -8463.2550
SMILES: CC(C)[C@H]1O[C@H]1C

```
19
Properties=species:S:1:pos:R:3:mulliken_charge:R:1
C -1.87744 -0.99328 -0.65336 -1.58
C -0.76771 -0.02807 -0.23563 0.86
C -1.30912 1.14296 0.58596 -1.46
C 0.30330 -0.74864 0.55327 -0.24
O 1.20798 -1.58537 -0.15915 -0.49
C 1.73035 -0.42001 0.47249 0.09
C 2.28542 0.66441 -0.42293 -1.35
H -2.61736 -0.48569 -1.28333 0.39
H -1.46429 -1.83494 -1.21874 0.36
H -2.40068 -1.39476 0.22382 0.35
H -0.30815 0.36641 -1.14849 0.10
H -1.78163 0.78784 1.51056 0.34
H -2.06213 1.70212 0.02020 0.40
H -0.50836 1.83830 0.86356 0.33
H -0.05806 -1.19380 1.48740 0.46
H 2.33734 -0.64184 1.35333 0.44
H 1.77309 0.66199 -1.38905 0.38
H 3.35470 0.51344 -0.60364 0.39
H 2.16276 1.64895 0.04371 0.24
```

=====

Here is the molecule C6H12O from the OMol25 dataset. Energies are from the ωB97M-V functional and the def2-TZVPD basis.

Energy above the lowest of the compared OMol25 structures with the same formula, charge and spin (kcal/mol): 57.9
Highest occupied orbital energy (eV): -8.52
LUMO energy (eV): 0.91
Largest force on an atom (hartree/bohr): 0.009
Molecular weight (g/mol): 100.2
Calculated total energy (eV): -8461.8430

```
19
Properties=species:S:1:pos:R:3:mulliken_charge:R:1
C -2.18812 -1.27567 0.32620 -1.20
C -0.76394 -1.28766 -0.22625 -0.69
C 0.01949 -0.00944 0.11672 0.90
C 1.48512 -0.11691 -0.32989 -0.69
C 2.31936 1.09424 0.08336 -1.21
C -0.61557 1.12513 -0.64884 -0.81
O -1.08714 1.99170 0.22791 -0.27
H -2.71754 -2.20105 0.07793 0.38
H -2.18933 -1.16771 1.41784 0.31
H -2.76407 -0.44012 -0.08755 0.28
H -0.21614 -2.14967 0.17713 0.37
H -0.78509 -1.40075 -1.31835 0.34
H -0.02016 0.15887 1.20693 0.16
H 1.50910 -0.23287 -1.42154 0.33
H 1.91426 -1.03048 0.10274 0.37
H 3.36068 0.98663 -0.23685 0.38
H 2.31127 1.22929 1.17203 0.31
H 1.92561 2.01350 -0.36534 0.28
H -1.49778 2.71296 -0.27418 0.44
```

=====

Here is a 2-piece molecular cluster, C6H12O overall from the OMol25 dataset. Energies are from the ωB97M-V functional and the def2-TZVPD basis.

Energy above the lowest of the compared OMol25 structures with the same formula, charge and spin (kcal/mol): 44.9
Highest occupied orbital energy (eV): -9.04
LUMO energy (eV): 0.82
Largest force on an atom (hartree/bohr): 0.020
Molecular weight (g/mol): 100.2
Calculated total energy (eV): -8462.4077
SMILES: C=C/C=C/CC.O

```
19
Properties=species:S:1:pos:R:3:mulliken_charge:R:1
C -0.82669 -2.94192 0.27064 -0.62
C -1.19519 -1.88724 0.98473 -0.39
C -0.33511 -0.67923 1.12029 -0.52
C -0.56961 0.54180 0.66442 -0.15
C 0.40902 1.68425 0.84264 -0.18
C -0.00922 2.98758 0.12464 -1.12
H 0.07641 -2.86967 -0.32010 0.26
H -1.25833 -3.93563 0.34950 0.27
H -2.11993 -1.86373 1.55672 0.30
H 0.60529 -0.87875 1.63324 0.36
H -1.48033 0.71900 0.10445 0.31
H 0.46789 1.83530 1.92386 0.28
H 1.36875 1.40778 0.42117 0.30
H 0.48222 3.01735 -0.84004 0.26
H 0.22404 3.84174 0.75917 0.30
H -1.08779 3.04803 -0.05061 0.32
O 1.93756 -0.17355 -2.90367 -0.62
H 1.06143 -0.33395 -3.27436 0.32
H 2.46756 -0.90079 -3.25696 0.31
```

=====

Here is a 3-piece molecular cluster, C6H12O overall from the OMol25 dataset. Energies are from the ωB97M-V functional and the def2-TZVPD basis.

Energy above the lowest of the compared OMol25 structures with the same formula, charge and spin (kcal/mol): 113.5
Highest occupied orbital energy (eV): -8.44
LUMO energy (eV): 1.05
Largest force on an atom (hartree/bohr): 0.094
Molecular weight (g/mol): 100.2
Calculated total energy (eV): -8459.4322

```
19
Properties=species:S:1:pos:R:3:mulliken_charge:R:1
C 0.07067 -0.32357 -2.30563 -1.51
C 0.42934 -0.35168 -0.81963 0.71
C 1.79564 0.27685 -0.53239 -1.44
C -0.61784 0.37202 -0.02138 0.11
O -1.89947 -0.33306 0.19833 -0.43
C -1.06437 -0.12747 1.25425 0.07
C -0.71534 -0.70718 2.42449 -0.96
H 0.81359 -0.87565 -2.88884 0.41
H -0.91164 -0.77249 -2.48973 0.35
H 0.04981 0.70621 -2.68027 0.34
H 0.44130 -1.39283 -0.47985 0.26
H 1.81105 1.33210 -0.82799 0.35
H 2.57620 -0.23720 -1.10033 0.40
H 2.05620 0.21983 0.53094 0.32
H -0.76442 1.42506 -0.26094 0.45
H -1.74827 1.79498 1.93731 0.04
H -1.40016 -1.34139 2.97293 0.30
H -1.26124 1.12212 2.44813 -0.01
H 0.33896 -0.78667 2.64062 0.26
```